{"formula": "C40H30F5N3OPS3V", "method": "wB97M-V/def2-TZVPD", "charge": 0, "e_homo_ev": [-6.8, -6.8], "gap_ev": [6.0, 5.9], "multiplicity": 3, "relative_energy_kj_mol": 121.6, "species": ["V", "C", "C", "N", "N", "C", "S", "S", "C", "C", "C", "C", "C", "C", "C", "C", "C", "C", "C", "C", "C", "O", "H", "H", "H", "H", "H", "H", "H", "H", "H", "H", "H", "H", "H", "H", "F", "C", "C", "F", "C", "F", "C", "S", "C", "F", "C", "F", "N", "C", "C", "C", "C", "C", "C", "P", "C", "C", "C", "C", "C", "C", "C", "C", "C", "C", "C", "C", "H", "H", "H", "H", "H", "H", "H", "H", "H", "H", "H", "H", "H", "H", "H", "H"], "positions_angstrom": [[-0.13, 0.06, -0.35], [1.34, -1.28, -4.08], [0.87, -0.34, -3.00], [0.55, -0.86, -1.84], [0.62, -2.21, -1.74], [-0.23, -2.75, -0.93], [-1.40, -1.87, -0.05], [-0.17, -4.50, -0.70], [-0.20, -5.12, -2.45], [-1.62, -5.34, -2.87], [-2.15, -6.62, -2.93], [-3.48, -6.82, -3.26], [-4.30, -5.74, -3.52], [-3.78, -4.46, -3.48], [-2.45, -4.26, -3.15], [0.62, 1.05, -3.26], [1.23, 1.75, -4.32], [0.89, 3.04, -4.62], [-0.15, 3.67, -3.93], [-0.78, 3.02, -2.91], [-0.38, 1.73, -2.49], [-0.94, 1.19, -1.45], [2.11, -1.93, -3.68], [0.50, -1.91, -4.36], [1.69, -0.76, -4.96], [0.31, -4.37, -3.05], [0.36, -6.05, -2.43], [-1.51, -7.47, -2.72], [-3.87, -7.83, -3.30], [-5.34, -5.90, -3.77], [-4.42, -3.61, -3.69], [-2.05, -3.25, -3.10], [2.00, 1.27, -4.90], [1.41, 3.57, -5.41], [-0.45, 4.68, -4.20], [-1.60, 3.47, -2.37], [-4.78, 2.92, 4.08], [-3.84, 1.97, 3.99], [-3.08, 1.84, 2.84], [-3.27, 2.65, 1.79], [-2.09, 0.88, 2.77], [-1.37, 0.80, 1.60], [-1.77, 0.03, 3.85], [-0.47, -1.07, 3.82], [-2.58, 0.17, 4.99], [-2.35, -0.61, 6.06], [-3.60, 1.10, 5.06], [-4.35, 1.20, 6.17], [1.07, -0.75, 1.21], [2.27, -0.15, 1.70], [3.12, -0.81, 2.58], [4.22, -0.16, 3.10], [4.50, 1.15, 2.74], [3.68, 1.81, 1.85], [2.56, 1.17, 1.34], [1.38, 1.91, 0.18], [0.43, 3.05, 1.23], [0.40, 2.93, 2.61], [-0.44, 3.74, 3.35], [-1.25, 4.67, 2.72], [-1.21, 4.80, 1.34], [-0.39, 3.98, 0.59], [2.46, 3.04, -0.76], [2.56, 4.41, -0.49], [3.45, 5.18, -1.21], [4.25, 4.61, -2.18], [4.16, 3.25, -2.44], [3.26, 2.47, -1.74], [0.39, -0.77, 2.05], [1.23, -1.74, 1.04], [2.90, -1.83, 2.87], [4.87, -0.68, 3.79], [5.35, 1.66, 3.16], [3.90, 2.82, 1.54], [1.01, 2.18, 3.11], [-0.48, 3.64, 4.42], [-1.92, 5.28, 3.30], [-1.83, 5.53, 0.84], [-0.37, 4.05, -0.49], [1.95, 4.86, 0.28], [3.53, 6.24, -0.99], [4.96, 5.22, -2.73], [4.79, 2.80, -3.20], [3.18, 1.41, -1.94]], "lowdin_spin": [1.890, 0.008, 0.056, -0.013, 0.012, 0.000, -0.030, -0.003, 0.000, 0.000, 0.000, 0.000, 0.000, 0.000, 0.000, 0.002, 0.009, -0.004, 0.009, -0.004, 0.017, 0.011, 0.002, 0.003, 0.000, 0.000, 0.000, 0.000, 0.000, 0.000, 0.000, 0.000, 0.000, 0.000, 0.001, 0.000, 0.000, 0.000, 0.000, 0.000, 0.000, 0.012, 0.001, 0.002, 0.000, 0.000, 0.000, 0.000, 0.003, 0.001, 0.000, 0.000, 0.000, 0.000, 0.001, 0.009, 0.002, 0.000, 0.000, -0.001, 0.000, 0.000, 0.001, -0.001, 0.000, -0.001, 0.000, 0.000, 0.003, 0.001, 0.000, 0.000, 0.000, 0.000, 0.000, 0.000, 0.000, 0.000, 0.000, 0.000, 0.000, 0.000, 0.000, 0.000]}

{"formula": "C5H21O8", "method": "wB97M-V/def2-TZVPD", "charge": -1, "e_homo_ev": -6.5, "gap_ev": 9.8, "multiplicity": 1, "relative_energy_kj_mol": 4.5, "species": ["O", "C", "O", "C", "C", "C", "C", "H", "H", "H", "H", "H", "H", "H", "H", "H", "H", "H", "O", "H", "H", "O", "H", "H", "O", "H", "H", "O", "H", "H", "O", "H", "H", "O"], "positions_angstrom": [[0.24, -0.58, -0.79], [0.61, 0.63, -0.75], [1.81, 1.01, -0.67], [-0.45, 1.74, -0.67], [-1.88, 1.40, -0.23], [-2.17, 1.21, 1.29], [-1.23, 1.89, 2.27], [0.05, 2.45, -0.01], [-0.60, 2.28, -1.61], [-2.52, 2.20, -0.60], [-2.17, 0.52, -0.79], [-3.22, 1.37, 1.56], [-2.12, 0.14, 1.50], [-1.55, 2.89, 2.59], [-0.18, 1.93, 1.98], [-1.16, 1.32, 3.21], [3.12, -0.17, -0.54], [4.03, -0.75, 0.66], [3.97, -0.58, -0.27], [1.36, -2.25, 0.00], [2.73, -2.53, 0.46], [1.84, -2.42, 0.83], [-0.87, -0.48, -2.35], [-0.41, 0.24, -3.58], [-1.09, -0.40, -3.30], [-0.85, -1.31, 0.80], [-0.87, -2.63, 0.26], [-1.37, -2.11, 0.90], [2.37, 0.90, 1.14], [1.72, 0.27, 2.43], [2.50, 0.69, 2.08], [-0.82, -2.43, -3.09], [-0.02, -3.18, -2.08], [-0.80, -3.27, -2.64]], "nbo_charge": [-0.835, 0.795, -0.783, -0.537, -0.399, -0.420, -0.621, 0.224, 0.220, 0.187, 0.224, 0.199, 0.216, 0.192, 0.217, 0.205, 0.509, 0.475, -1.018, 0.479, 0.469, -0.956, 0.503, 0.466, -0.983, 0.483, 0.464, -0.952, 0.505, 0.469, -0.989, 0.490, 0.461, -0.959]}

{"formula": "C7H28O9", "method": "wB97M-V/def2-TZVPD", "charge": 0, "e_homo_ev": -9.5, "gap_ev": 9.8, "multiplicity": 1, "relative_energy_kj_mol": 215.0, "smiles": "CC(C)O.OCCO.OCCO.O.O.O.O", "species": ["O", "H", "H", "O", "H", "H", "O", "H", "H", "O", "H", "H", "C", "C", "O", "O", "H", "H", "H", "H", "H", "H", "C", "C", "O", "O", "H", "H", "H", "H", "H", "H", "C", "C", "C", "O", "H", "H", "H", "H", "H", "H", "H", "H"], "positions_angstrom": [[-0.15, -0.74, 4.05], [0.09, -1.66, 4.07], [-1.11, -0.74, 3.99], [2.66, 1.28, 0.86], [1.88, 1.81, 1.03], [3.03, 1.65, 0.06], [0.19, -0.32, 1.10], [-0.26, 0.44, 0.74], [0.30, -0.12, 2.03], [-1.04, -2.84, 0.09], [-0.30, -3.45, -0.03], [-0.65, -2.07, 0.50], [2.55, -3.52, 1.15], [3.00, -3.26, 2.65], [2.14, -2.46, 3.35], [2.96, -2.50, 0.25], [1.47, -3.59, 1.07], [3.00, -4.45, 0.82], [3.97, -2.76, 2.65], [2.98, -4.24, 3.12], [2.47, -1.57, 3.29], [2.30, -1.81, 0.35], [-0.26, 2.99, -0.35], [-1.77, 2.98, -0.02], [-1.83, 1.98, 1.02], [0.45, 3.57, 0.73], [-0.04, 3.40, -1.34], [0.13, 1.99, -0.53], [-2.44, 2.84, -0.86], [-2.02, 3.94, 0.43], [-2.62, 1.44, 0.96], [0.07, 4.44, 0.86], [-2.83, 0.85, -3.83], [-1.41, 0.98, -3.19], [-1.32, -0.04, -2.08], [-0.47, 0.65, -4.16], [-3.13, 1.65, -4.50], [-3.66, 0.76, -3.12], [-2.89, -0.05, -4.44], [-1.26, 2.00, -2.84], [-0.27, -0.19, -1.80], [-1.80, -0.98, -2.33], [-1.89, 0.23, -1.19], [-0.23, 1.48, -4.58]], "nbo_charge": [-0.958, 0.492, 0.472, -0.943, 0.477, 0.466, -0.985, 0.484, 0.499, -0.960, 0.462, 0.493, -0.086, -0.082, -0.733, -0.723, 0.151, 0.171, 0.173, 0.165, 0.480, 0.482, -0.100, -0.097, -0.743, -0.715, 0.167, 0.188, 0.187, 0.166, 0.483, 0.471, -0.643, 0.091, -0.634, -0.708, 0.202, 0.203, 0.221, 0.144, 0.224, 0.232, 0.197, 0.468]}